Record 1
# C13H12ClNO3Ru

A structure of composition C13H12ClNO3Ru (ωB97M-V/def2-TZVPD, the Open Molecules 2025 dataset).

As for the multiplicity: 5. As for the net charge: +2. The expectation value of S² is 6.05. The calculation puts the energy relative to the best compared isomer or geometry (same formula, charge and spin) at 0.0 kcal/mol. The calculation puts the LUMO energy (spin up / spin down) at -9.5 / -10.3 eV. Its maximum force is 0.014 hartree/bohr. The HOMO-LUMO gap (spin up / spin down) is 7.18 / 7.09 eV.

Atoms and positions in Å:
1 Ru 0.64489 0.00973 -0.83449
2 C 0.57231 -1.31504 1.36034
3 C 1.92455 -0.98982 1.20585
4 C 2.62752 -1.42566 0.06804
5 C 1.98859 -2.21089 -0.89155
6 C 0.63499 -2.54842 -0.73626
7 C -0.07646 -2.08548 0.37757
8 H 0.04516 -1.03570 2.26218
9 H 2.44444 -0.44376 1.98115
10 H 3.67682 -1.19100 -0.04098
11 H 2.54032 -2.57834 -1.74578
12 H 0.15214 -3.18441 -1.46576
13 H -1.10538 -2.38706 0.52144
14 O 2.24993 0.41407 -4.25742
15 N 1.71383 0.30312 -3.22395
16 O 2.08425 0.94299 -2.14608
17 O 0.69405 -0.46381 -3.01119
18 Cl 1.07037 2.37450 0.48886
19 C -0.54068 1.91158 0.93092
20 C -0.98440 2.08859 2.21267
21 C -2.25020 1.60586 2.53704
22 C -3.03967 0.90945 1.60947
23 C -2.58220 0.71953 0.33523
24 C -1.33155 1.26738 -0.06430
25 C -0.94408 1.27699 -1.44694
26 H -0.36945 2.58971 2.94884
27 H -2.62431 1.76251 3.54110
28 H -4.01616 0.54408 1.89660
29 H -3.19537 0.21468 -0.40251
30 H -0.40389 2.12741 -1.84836
31 H -1.60036 0.79723 -2.16175

Atoms 1-2, force components in eV/Å:
-0.4718 0.3956 -0.3534
0.0819 -0.1444 0.0207

---

Record 2
# C13H12N4OS2

An isolated molecule of C13H12N4OS2 at a distorted geometry (ωB97M-V/def2-TZVPD, the Open Molecules 2025 dataset).

As for the net charge: 0. As for the SMILES: Cc1ccc(-c2nnc(CSc3nnc(C)s3)o2)cc1. The calculation puts the energy relative to the best compared isomer or geometry (same formula, charge and spin) at 17.8 kcal/mol. The calculation puts the LUMO energy at 0.2 eV. Its maximum force is 0.034 hartree/bohr. The HOMO-LUMO gap is 9.12 eV.

Atoms and positions in Å:
1 C 2.78330 -6.04786 0.85634
2 C 2.32189 -4.63027 0.98416
3 C 1.67887 -3.99320 -0.07178
4 C 1.23379 -2.69230 0.04959
5 C 1.42761 -2.00117 1.24430
6 C 2.06989 -2.63117 2.31081
7 C 2.50924 -3.93075 2.17411
8 H 3.00732 -4.41652 3.00043
9 H 2.21123 -2.08201 3.22778
10 C 0.97075 -0.64137 1.39263
11 N 1.06177 0.10806 2.45297
12 N 0.50816 1.29261 2.15369
13 C 0.10500 1.22648 0.92671
14 O 0.36803 0.02248 0.37498
15 C -0.56935 2.28181 0.15225
16 H -0.11147 2.39369 -0.83154
17 H -0.53868 3.21483 0.71244
18 S -2.33429 1.80112 -0.10819
19 C -2.87189 3.13655 -1.06532
20 N -4.07659 3.22446 -1.50965
21 N -4.30437 4.31211 -2.22448
22 C -3.30187 5.09650 -2.35997
23 C -3.30735 6.36650 -3.11309
24 H -2.57626 6.33225 -3.92000
25 H -4.29871 6.52514 -3.52828
26 H -3.05015 7.19751 -2.45744
27 S -1.85387 4.50504 -1.53882
28 H 0.73472 -2.20570 -0.77498
29 H 1.52606 -4.52429 -1.00017
30 H 3.70834 -6.20516 1.40621
31 H 2.93858 -6.31590 -0.18575
32 H 2.03029 -6.71947 1.27005

Atoms 1-2, force components in eV/Å:
-0.0527 -0.0444 0.0334
-0.0180 0.1072 -0.0411

---

Record 3
# C13H12N7NiO3S5

A structure of composition C13H12N7NiO3S5 (ωB97M-V/def2-TZVPD, the Open Molecules 2025 dataset).

As for the net charge: -1. The calculation puts the energy relative to the best compared isomer or geometry (same formula, charge and spin) at 0.0 kcal/mol. The calculation puts the LUMO energy (spin up / spin down) at 1.3 / 1.3 eV. Its maximum force is 0.011 hartree/bohr. The HOMO-LUMO gap (spin up / spin down) is 6.83 / 6.83 eV.

Atoms and positions in Å:
1 Ni -3.80798 0.43648 0.51847
2 S -7.47611 1.69384 -1.51301
3 C -6.12449 1.22289 -0.72890
4 S -5.63208 -0.39601 -0.33253
5 S -4.86241 2.22884 -0.07790
6 C 0.76575 -1.81233 -1.63547
7 C 0.00121 -1.98383 -0.38266
8 N 0.43958 -2.49179 0.72796
9 N -0.62367 -2.42105 1.58599
10 C -1.71259 -1.86253 1.05026
11 S -3.21994 -1.55026 1.73046
12 N -1.32047 -1.60039 -0.22515
13 N -2.17641 -0.96037 -1.11263
14 H 1.79192 -2.14142 -1.49781
15 H 0.83909 -0.76242 -1.92841
16 H 0.31242 -2.38495 -2.44615
17 H -0.53804 -2.75501 2.52870
18 H -2.86070 -1.61318 -1.48416
19 H -1.64153 -0.55106 -1.86961
20 O 2.91842 -0.18686 -3.09687
21 S 4.19612 -0.07134 -2.41425
22 O 4.88406 -1.33157 -2.21781
23 O 5.01891 1.04113 -2.84215
24 C 3.73837 0.40800 -0.71161
25 N 4.69638 0.37036 0.21762
26 C 4.33429 0.69654 1.44848
27 C 3.03321 1.03960 1.78834
28 C 2.11981 1.05673 0.75011
29 N 2.47769 0.75808 -0.49714
30 C 0.67112 1.32343 0.91100
31 C -0.06983 1.72043 -0.19892
32 C -1.44448 1.74096 -0.11307
33 N -2.10713 1.35355 0.98543
34 C -1.39782 1.10607 2.08865
35 C -0.01435 1.09591 2.09937
36 H 5.11537 0.67798 2.20211
37 H 2.76536 1.29120 2.80518
38 H 0.43433 1.94966 -1.12768
39 H -2.06553 2.01619 -0.95670
40 H -1.96520 0.82964 2.96709
41 H 0.50732 0.81888 3.00537

Atoms 1-2, force components in eV/Å:
-0.1917 -0.1202 0.5083
0.0272 0.0032 0.0071

---

Record 4
# C13H12NO6STa

A structure of composition C13H12NO6STa at a distorted geometry (ωB97M-V/def2-TZVPD, the Open Molecules 2025 dataset).

As for the multiplicity: 2. As for the net charge: +1. The expectation value of S² is 0.75. The calculation puts the LUMO energy (spin up / spin down) at -3.8 / -3.8 eV. Its maximum force is 0.023 hartree/bohr. The HOMO-LUMO gap (spin up / spin down) is 6.88 / 8.99 eV.

Atoms and positions in Å:
1 Ta 0.56606 -1.11862 -0.04128
2 O -2.33408 -3.06212 -0.55418
3 C -1.66676 -2.31251 -1.19333
4 O -0.27801 -2.37510 -1.25588
5 C -2.19023 -1.07106 -1.90991
6 C -1.07426 -0.41462 -2.72821
7 C -1.55237 0.78604 -3.52406
8 C -1.73064 1.86755 -2.43500
9 C -1.40525 1.09541 -1.17473
10 O -0.30203 0.20884 -1.62247
11 C -2.50336 0.05918 -0.85222
12 C -2.33521 -0.38457 0.59227
13 O -3.17998 -0.54521 1.40379
14 O -0.99424 -0.48963 0.88695
15 H -3.07170 -1.32899 -2.49135
16 H -0.43490 -1.10247 -3.26727
17 H -0.80812 1.07811 -4.26082
18 H -2.47574 0.55330 -4.05258
19 H -1.03133 2.68986 -2.57056
20 H -2.73725 2.27870 -2.39171
21 H -1.05965 1.68302 -0.33151
22 H -3.50546 0.45674 -0.98817
23 O 1.76012 -1.63889 1.42778
24 N 2.37190 -0.72407 2.21410
25 C 2.74950 -1.11821 3.45416
26 C 3.42802 -0.24738 4.24905
27 C 3.72697 1.03401 3.75459
28 C 3.33250 1.39303 2.49244
29 C 2.62631 0.48889 1.68608
30 S 2.10698 0.83517 0.06533
31 H 2.46898 -2.12416 3.72564
32 H 3.71994 -0.56019 5.23984
33 H 4.26770 1.73999 4.36932
34 H 3.54559 2.36998 2.08391

Atoms 1-2, force components in eV/Å:
-0.1648 0.8112 -0.8745
0.3487 0.0225 -0.3782

---

Record 5
# C13H12O5PY

A structure of composition C13H12O5PY at a distorted geometry (ωB97M-V/def2-TZVPD, the Open Molecules 2025 dataset).

As for the net charge: +2. The calculation puts the energy relative to the best compared isomer or geometry (same formula, charge and spin) at 19.5 kcal/mol. The calculation puts the LUMO energy at -9.7 eV. Its maximum force is 0.150 hartree/bohr. The HOMO-LUMO gap is 5.39 eV.

Atoms and positions in Å:
1 O -1.06478 2.56657 -5.38440
2 C -0.83420 2.37815 -4.26090
3 Y -0.29662 1.83670 -2.04440
4 C -1.30239 2.22619 0.12555
5 O -1.75213 2.41944 1.17334
6 C -1.33173 -0.53065 -2.90309
7 O -1.52847 -1.62514 -2.36646
8 C 1.60583 0.91558 -3.32030
9 O 2.59573 0.67281 -3.85187
10 C -2.57895 0.90471 -2.41731
11 O -3.74052 0.86078 -2.60528
12 H -0.92803 -0.47727 -3.97963
13 C 1.45727 -1.61081 -0.57978
14 P 0.82739 0.00189 -0.09069
15 C 2.38761 0.86048 0.35470
16 C 0.12979 -0.45074 1.55842
17 C 0.87595 -0.40631 2.74754
18 C 0.24649 -0.69265 3.94833
19 C -1.09843 -1.03676 4.00219
20 C -1.82186 -1.13228 2.81125
21 C -1.21879 -0.82021 1.59874
22 H 2.06176 -1.50776 -1.47562
23 H 0.63234 -2.29153 -0.76071
24 H 2.06212 -2.00686 0.23311
25 H 2.10242 1.82107 0.78361
26 H 2.97741 0.29568 1.07608
27 H 2.98783 1.02125 -0.53788
28 H 1.91815 -0.10449 2.80828
29 H 0.82677 -0.60524 4.85370
30 H -1.54245 -1.24588 4.97219
31 H -2.86472 -1.41013 2.86100
32 H -1.79078 -0.82660 0.67031

Atoms 1-2, force components in eV/Å:
1.0208 -0.8778 5.4267
-1.5983 1.2812 -7.4582

---

Record 6
# C13H13BrCl28NbO2S2

A structure of composition C13H13BrCl28NbO2S2 at a distorted geometry (ωB97M-V/def2-TZVPD, the Open Molecules 2025 dataset).

As for the net charge: -1. The calculation puts the LUMO energy at 1.2 eV. Its maximum force is 0.042 hartree/bohr. The HOMO-LUMO gap is 6.47 eV.

Atoms and positions in Å:
1 C 0.04586 -1.27973 2.55054
2 C -0.98211 -1.27992 1.90171
3 Nb -2.78794 -0.96637 0.65912
4 S -4.93048 -0.53248 -0.53985
5 C -1.96471 -2.06400 -1.16749
6 C -1.02575 -3.26509 -0.93300
7 C 0.45393 -2.85225 -0.76416
8 Br -1.58785 -4.50009 0.48299
9 S -1.91180 1.35134 -0.13106
10 C -0.55783 1.26551 -1.34046
11 O -1.35850 2.02052 1.07259
12 O -2.98644 2.13448 -0.74199
13 H 1.04086 -1.40446 2.88215
14 H -3.52444 -0.05038 2.07343
15 H -3.57980 -2.43348 1.33170
16 H -4.92613 -1.34616 -1.61531
17 H -2.83929 -2.46382 -1.69278
18 H -1.45256 -1.42699 -1.89598
19 H -1.04940 -3.85453 -1.84570
20 H 0.86673 -3.32469 0.12270
21 H 0.50550 -1.77818 -0.60918
22 H 1.04965 -3.18842 -1.60967
23 H -0.03682 0.31201 -1.35176
24 H 0.15907 2.05724 -1.14095
25 H -0.96347 1.46734 -2.33078
26 C -8.59518 0.31900 -2.36317
27 Cl -7.89962 -1.15204 -3.05840
28 Cl -7.30851 1.43433 -1.92891
29 Cl -9.66885 1.07588 -3.55623
30 Cl -9.52960 -0.10130 -0.92151
31 C -4.11345 -5.93132 3.86017
32 Cl -2.36861 -6.04692 3.62257
33 Cl -4.94241 -6.48326 2.39968
34 Cl -4.59254 -6.95143 5.23060
35 Cl -4.55041 -4.25600 4.18737
36 C 3.40385 2.39540 0.62614
37 Cl 3.54035 2.91052 -1.06589
38 Cl 1.70877 2.20189 1.03787
39 Cl 4.25140 0.85447 0.82984
40 Cl 4.14448 3.61306 1.67814
41 C 4.71334 0.64456 -4.63987
42 Cl 6.46668 0.46806 -4.78200
43 Cl 3.93840 0.04194 -6.11074
44 Cl 4.13841 -0.27804 -3.24839
45 Cl 4.30967 2.35078 -4.41932
46 C 5.78738 0.99415 4.67808
47 Cl 4.48984 -0.14421 4.30942
48 Cl 6.42671 0.64676 6.29298
49 Cl 7.08076 0.82810 3.48442
50 Cl 5.15932 2.64430 4.63677
51 C 8.16234 0.89149 -0.68628
52 Cl 6.58875 1.63400 -0.96228
53 Cl 9.10347 0.89004 -2.18634
54 Cl 9.04128 1.80451 0.54951
55 Cl 7.93509 -0.77433 -0.13451
56 C -2.49184 6.16952 -0.14513
57 Cl -3.46090 6.37699 1.32086
58 Cl -1.75471 7.72845 -0.58252
59 Cl -1.23642 4.97602 0.14384
60 Cl -3.53349 5.62720 -1.46360

Atoms 1-2, force components in eV/Å:
-0.0639 -0.3199 -0.7032
-0.8555 0.3405 -0.2608